{
  "formula": "C34H103O35PRb2",
  "method": "ωB97M-V with the def2-TZVPD basis set",
  "species": ["O", "H", "H", "H", "Rb", "Rb", "P", "O", "O", "O", "O", "C", "C", "C", "O", "H", "H", "H", "H", "H", "H", "H", "H", "C", "C", "C", "O", "H", "H", "H", "H", "H", "H", "H", "H", "C", "C", "O", "O", "H", "H", "H", "H", "H", "H", "C", "C", "O", "O", "H", "H", "H", "H", "H", "H", "C", "C", "O", "O", "H", "H", "H", "H", "H", "H", "C", "C", "O", "O", "H", "H", "H", "H", "H", "H", "C", "C", "O", "O", "H", "H", "H", "H", "H", "H", "C", "C", "O", "O", "H", "H", "H", "H", "H", "H", "C", "C", "O", "O", "H", "H", "H", "H", "H", "H", "C", "C", "O", "O", "H", "H", "H", "H", "H", "H", "C", "C", "O", "O", "H", "H", "H", "H", "H", "H", "C", "C", "O", "O", "H", "H", "H", "H", "H", "H", "C", "C", "O", "O", "H", "H", "H", "H", "H", "H", "C", "C", "O", "O", "H", "H", "H", "H", "H", "H", "C", "C", "O", "O", "H", "H", "H", "H", "H", "H", "C", "C", "O", "O", "H", "H", "H", "H", "H", "H"],
  "coordinates": [[-1.036, 0.068, 4.030], [-0.736, -0.641, 4.617], [-0.432, 0.806, 4.120], [-1.087, -0.333, 2.274], [1.328, -1.834, -1.937], [1.561, 3.876, 0.716], [-0.115, 0.457, 0.463], [-0.252, 1.815, 1.106], [1.325, -0.133, 0.609], [-0.578, 0.384, -0.988], [-1.084, -0.573, 1.306], [4.820, -2.276, -5.463], [3.835, -3.348, -5.125], [4.340, -4.772, -5.314], [3.378, -3.157, -3.798], [5.853, -2.526, -5.508], [4.565, -1.427, -4.783], [4.633, -1.898, -6.439], [2.918, -3.258, -5.764], [4.556, -4.978, -6.376], [3.534, -5.407, -4.951], [5.166, -4.942, -4.654], [3.643, -3.870, -3.215], [2.927, 6.804, 3.212], [1.446, 6.885, 2.916], [1.024, 7.554, 1.657], [0.936, 5.586, 3.102], [2.997, 6.253, 4.186], [3.247, 7.815, 3.412], [3.512, 6.439, 2.376], [1.085, 7.537, 3.707], [-0.054, 7.595, 1.596], [1.277, 7.086, 0.755], [1.443, 8.563, 1.587], [-0.053, 5.603, 3.099], [2.508, 1.887, 3.764], [1.375, 2.773, 4.274], [0.080, 2.425, 3.822], [2.783, 2.121, 2.426], [2.375, 0.823, 4.039], [3.456, 2.183, 4.272], [1.586, 3.799, 4.033], [1.374, 2.611, 5.383], [0.010, 2.213, 2.828], [2.261, 1.434, 1.959], [-2.155, -3.109, -0.361], [-3.062, -3.507, 0.771], [-2.780, -2.674, 1.886], [-0.824, -2.852, 0.077], [-2.482, -2.237, -0.960], [-2.154, -4.000, -1.114], [-2.782, -4.442, 1.157], [-4.120, -3.450, 0.501], [-3.119, -1.776, 1.624], [-0.849, -2.239, 0.837], [4.377, 0.612, -1.106], [4.915, 0.181, 0.255], [4.203, -0.969, 0.663], [3.114, 1.275, -1.128], [4.387, -0.234, -1.784], [5.125, 1.304, -1.445], [5.003, 0.944, 1.002], [5.876, -0.191, 0.025], [3.225, -0.957, 0.670], [2.426, 0.839, -0.544], [-5.014, -4.126, -5.003], [-4.891, -3.200, -3.850], [-4.016, -2.098, -4.317], [-3.745, -4.741, -5.231], [-5.366, -3.483, -5.849], [-5.768, -4.924, -4.771], [-4.396, -3.666, -3.012], [-5.806, -2.740, -3.577], [-3.947, -1.444, -3.590], [-3.103, -4.067, -5.356], [-2.421, 4.485, 3.167], [-3.388, 3.618, 2.392], [-2.714, 3.121, 1.221], [-1.922, 5.574, 2.410], [-1.569, 3.920, 3.601], [-2.941, 4.962, 4.033], [-4.226, 4.224, 2.086], [-3.679, 2.826, 3.060], [-1.923, 2.564, 1.426], [-1.615, 5.264, 1.526], [1.627, -1.726, 6.718], [0.448, -2.736, 6.537], [-0.539, -2.126, 5.734], [2.038, -1.154, 5.436], [2.492, -2.334, 7.057], [1.352, -1.050, 7.498], [0.083, -3.019, 7.559], [0.844, -3.633, 6.036], [-1.054, -2.806, 5.221], [1.490, -1.563, 4.733], [5.325, -4.873, -1.447], [5.648, -3.548, -0.768], [4.993, -3.607, 0.469], [3.898, -4.899, -1.759], [5.490, -5.776, -0.850], [5.733, -4.896, -2.444], [5.264, -2.807, -1.408], [6.740, -3.400, -0.630], [4.554, -2.709, 0.651], [3.286, -4.690, -1.003], [0.215, 5.571, -2.411], [-0.723, 6.005, -1.360], [-0.976, 5.046, -0.344], [1.512, 5.516, -1.962], [0.202, 6.240, -3.306], [-0.133, 4.584, -2.772], [-1.626, 6.320, -1.878], [-0.364, 6.920, -0.924], [-1.519, 4.284, -0.612], [1.832, 4.673, -2.212], [-3.225, 1.281, -2.912], [-2.972, 2.428, -1.909], [-1.595, 2.730, -1.689], [-3.004, 0.008, -2.333], [-2.701, 1.564, -3.837], [-4.338, 1.344, -2.997], [-3.370, 2.125, -0.960], [-3.477, 3.346, -2.262], [-1.220, 1.838, -1.380], [-2.104, 0.023, -1.913], [-1.041, -1.469, -6.083], [0.211, -1.788, -5.331], [0.099, -1.166, -4.068], [-1.267, -0.102, -6.407], [-1.822, -1.840, -5.401], [-0.990, -2.016, -7.069], [1.156, -1.482, -5.721], [0.385, -2.826, -5.143], [-0.172, -0.210, -4.118], [-1.371, 0.435, -5.613], [0.668, 2.153, -4.862], [1.943, 2.077, -4.029], [1.741, 2.781, -2.884], [-0.480, 1.566, -4.226], [0.752, 1.629, -5.840], [0.612, 3.243, -5.086], [2.791, 2.274, -4.616], [2.023, 0.950, -3.806], [2.079, 2.307, -2.134], [-0.540, 2.019, -3.339], [-6.310, -0.917, 1.347], [-5.386, -0.776, 0.159], [-4.103, -0.413, 0.702], [-6.010, -1.978, 2.188], [-7.303, -1.002, 1.022], [-6.254, -0.003, 1.883], [-5.770, 0.086, -0.381], [-5.308, -1.584, -0.556], [-3.446, -0.147, 0.098], [-5.328, -1.665, 2.786], [-3.497, -3.113, 5.144], [-3.548, -1.578, 5.230], [-3.926, -0.962, 4.060], [-2.356, -3.542, 4.387], [-4.398, -3.550, 4.728], [-3.362, -3.500, 6.183], [-2.640, -1.152, 5.625], [-4.442, -1.377, 5.925], [-3.155, -0.659, 3.554], [-2.367, -3.131, 3.481], [2.262, -2.906, 2.773], [1.878, -4.088, 1.834], [1.778, -3.634, 0.416], [1.223, -1.921, 2.795], [3.168, -2.481, 2.403], [2.396, -3.254, 3.779], [0.974, -4.520, 2.176], [2.705, -4.833, 1.769], [0.819, -3.555, 0.265], [1.193, -1.486, 1.915]]
}

=====

{
  "formula": "C4H2LiO2Pt",
  "method": "ωB97M-V with the def2-TZVPD basis set",
  "species": ["O", "C", "C", "C", "C", "O", "Pt", "H", "H", "Li"],
  "coordinates": [[0.241, 0.705, 2.097], [-0.904, 0.045, 2.246], [-1.290, -1.097, 2.558], [1.243, -2.138, 1.206], [0.633, -2.040, 0.101], [-0.470, -1.833, -0.493], [-2.202, -0.828, 0.144], [0.098, 1.660, 2.029], [-2.087, -1.826, 2.545], [1.896, -0.237, 1.368]],
  "spin_multiplicity": 4
}

=====

{
  "formula": "CH3NO2",
  "method": "ωB97M-V with the def2-TZVPD basis set",
  "species": ["C", "O", "H", "H", "N", "O", "H"],
  "coordinates": [[-1.178, 0.802, -1.107], [-0.265, 0.360, -0.478], [-1.172, 1.884, -1.466], [-2.011, 0.040, -1.400], [1.311, -1.286, 1.714], [1.088, -0.141, 1.436], [2.227, -1.658, 1.301]],
  "relative_energy_kcal_mol": 117.0
}

=====

{
  "formula": "C22H19CaClN6O7S",
  "method": "ωB97M-V with the def2-TZVPD basis set",
  "species": ["Ca", "O", "C", "C", "C", "C", "C", "C", "C", "O", "N", "N", "C", "C", "C", "C", "C", "C", "C", "O", "H", "H", "H", "H", "H", "H", "H", "H", "H", "H", "C", "C", "N", "N", "C", "N", "S", "C", "C", "C", "C", "C", "N", "H", "H", "H", "H", "H", "H", "H", "H", "H", "O", "Cl", "O", "O", "O"],
  "coordinates": [[0.427, 0.431, 0.591], [0.445, -4.510, 0.289], [1.707, -4.505, -0.181], [2.378, -5.727, -0.213], [3.689, -5.811, -0.653], [4.357, -4.668, -1.065], [3.680, -3.455, -1.076], [2.354, -3.359, -0.676], [1.625, -2.021, -0.695], [1.307, -1.597, 0.468], [2.384, -1.048, -1.721], [1.882, 0.242, -1.463], [1.883, 1.073, -2.433], [1.217, 2.376, -2.460], [1.101, 2.957, -3.726], [0.434, 4.149, -3.945], [-0.140, 4.788, -2.843], [-0.039, 4.260, -1.576], [0.634, 3.031, -1.316], [0.753, 2.576, -0.131], [0.301, -3.893, 1.060], [1.848, -6.598, 0.152], [4.195, -6.770, -0.652], [5.391, -4.718, -1.387], [4.164, -2.552, -1.425], [2.377, 0.811, -3.370], [1.542, 2.429, -4.567], [0.347, 4.564, -4.941], [-0.674, 5.723, -2.984], [-0.478, 4.756, -0.718], [-3.019, -1.999, -0.952], [-1.763, -1.187, -0.907], [-1.675, -0.107, -0.229], [-2.799, 0.363, 0.421], [-2.704, 1.094, 1.487], [-3.946, 1.623, 1.881], [-1.549, 1.684, 2.737], [-0.674, -1.409, -1.950], [-1.045, -0.848, -3.141], [-0.116, -0.777, -4.229], [1.155, -1.169, -4.065], [1.576, -1.770, -2.775], [0.495, -2.122, -1.839], [-3.120, -2.524, 0.003], [-2.996, -2.710, -1.775], [-3.873, -1.324, -1.036], [-4.513, 1.845, 1.075], [-3.884, 2.385, 2.540], [-2.017, -0.384, -3.224], [-0.439, -0.355, -5.175], [1.883, -1.094, -4.864], [2.165, -2.669, -2.968], [-1.346, -1.849, 4.165], [-1.246, -2.126, 2.726], [-0.367, -3.325, 2.573], [-0.105, 1.094, 2.661], [-2.585, -2.515, 2.227]],
  "relative_energy_kcal_mol": 80.8,
  "total_charge": -2
}

=====

{
  "formula": "C5H5NO",
  "method": "ωB97M-V with the def2-TZVPD basis set",
  "species": ["N", "C", "C", "C", "C", "C", "O", "H", "H", "H", "H", "H"],
  "coordinates": [[0.980, -1.938, -1.657], [0.646, -0.922, -1.220], [0.250, 0.384, -0.724], [1.126, 0.800, 0.473], [-0.303, 0.440, 0.697], [-1.269, -0.707, 0.651], [-1.387, -1.724, 1.263], [-0.570, 0.790, -1.337], [1.942, 0.110, 0.688], [1.379, 1.840, 0.669], [-0.898, 1.351, 0.779], [-1.897, -0.423, -0.282]],
  "relative_energy_kcal_mol": 73.5
}

=====

{
  "formula": "C3H7N3O3S2",
  "method": "ωB97M-V with the def2-TZVPD basis set",
  "species": ["C", "C", "C", "N", "N", "N", "O", "O", "O", "S", "S", "H", "H", "H", "H", "H", "H", "H"],
  "coordinates": [[-1.411, 0.887, -1.302], [-1.530, 1.832, -0.372], [0.664, 0.819, -0.243], [-0.101, 0.310, -1.178], [0.473, -0.590, 1.873], [0.328, -0.670, -2.069], [2.761, 1.581, -1.059], [2.959, 0.733, 1.164], [2.594, -0.915, -0.569], [-0.087, 2.079, 0.512], [2.513, 0.441, -0.169], [-2.041, 0.500, -2.069], [-2.454, 2.426, -0.480], [0.651, -0.971, 2.831], [0.203, -1.391, 1.300], [1.363, -0.122, 1.579], [1.223, -1.131, -1.989], [-0.455, -1.192, -2.408]],
  "relative_energy_kcal_mol": 8.6
}

=====

{
  "formula": "C11H17N2",
  "method": "ωB97M-V with the def2-TZVPD basis set",
  "species": ["C", "N", "C", "C", "C", "N", "C", "C", "C", "C", "C", "C", "C", "H", "H", "H", "H", "H", "H", "H", "H", "H", "H", "H", "H", "H", "H", "H", "H", "H"],
  "coordinates": [[-1.282, 1.891, 0.220], [-1.294, 0.533, -0.268], [-0.829, 0.399, -1.656], [-2.663, -0.125, -0.078], [-2.436, -1.375, 0.727], [-1.023, -1.574, 0.566], [-0.464, -0.315, 0.745], [1.020, -0.266, 0.391], [1.812, 0.842, 0.751], [3.154, 0.877, 0.450], [3.840, -0.128, -0.290], [3.035, -1.163, -0.656], [1.695, -1.277, -0.271], [-2.008, 2.411, -0.311], [-1.538, 2.163, 1.223], [-0.277, 2.268, 0.054], [0.206, 0.423, -1.579], [-0.987, -0.540, -2.028], [-1.329, 1.186, -2.275], [-3.111, -0.457, -0.992], [-3.187, 0.579, 0.480], [-2.572, -1.214, 1.786], [-3.137, -2.239, 0.345], [-0.738, -2.390, 1.267], [-0.635, 0.345, 1.668], [1.274, 1.749, 1.032], [3.758, 1.792, 0.676], [4.885, -0.076, -0.678], [3.609, -2.067, -0.936], [1.222, -2.253, -0.365]],
  "relative_energy_kcal_mol": 59.3,
  "total_charge": 1
}

=====

{
  "formula": "C9H15N4",
  "method": "ωB97M-V with the def2-TZVPD basis set",
  "species": ["C", "C", "C", "C", "C", "C", "C", "C", "C", "N", "N", "N", "N", "H", "H", "H", "H", "H", "H", "H", "H", "H", "H", "H", "H", "H", "H", "H"],
  "coordinates": [[-1.426, -1.694, 1.367], [-3.523, 0.343, -0.185], [2.582, 0.470, -1.144], [2.493, 0.996, 0.297], [1.238, -0.212, -1.544], [2.077, -0.081, 1.326], [1.004, -1.339, -0.453], [-0.282, -0.941, 1.727], [0.831, -0.717, 0.952], [-2.316, -2.269, 0.918], [-2.836, 1.277, -0.150], [-4.121, -0.762, -0.166], [-2.145, 2.352, -0.617], [2.652, 1.410, -1.694], [3.532, -0.194, -1.122], [3.448, 1.404, 0.591], [1.808, 1.945, 0.485], [0.316, 0.277, -1.601], [1.274, -0.784, -2.394], [2.681, -0.965, 1.506], [1.961, 0.210, 2.330], [0.123, -1.877, -0.936], [1.955, -1.860, -0.596], [-0.447, -0.641, 2.712], [-5.062, -0.726, -0.486], [-3.390, -1.475, 0.308], [-2.563, 2.773, -1.419], [-1.863, 3.082, -0.010]],
  "relative_energy_kcal_mol": 90.7,
  "total_charge": 1
}

=====

Number 1: E -4380.32774 Ha. Number 2: E -430.58371 Ha. Number 3: E -244.99267 Ha. Number 4: E -3240.85100 Ha. Number 5: E -323.40261 Ha. Number 6: E -1304.78043 Ha. Number 7: E -538.54618 Ha. Number 8: E -570.56509 Ha.